(1)
Molecular formula: C3H7N2O
Method: DFT, wB97M-V/def2-TZVPD

Structure (XYZ):
```
13
Properties=species:S:1:pos:R:3:forces:R:3:mulliken_charge:R:1
C -0.94870 1.67870 0.27016 2.628 2.219 -0.861 -0.970
C 0.28124 0.89595 0.44253 -0.012 -1.645 -0.348 0.548
O 1.18176 1.14716 1.16428 0.694 -0.025 0.137 -0.440
C 0.33802 -0.66299 -0.15996 0.008 0.557 1.027 0.567
N -0.37800 -1.21904 -1.16975 0.757 2.130 -0.969 -0.460
N 1.08983 -1.42451 0.61846 -1.767 0.195 -2.556 -0.289
H -1.23080 1.86288 1.28183 -1.103 0.179 0.490 0.326
H -1.54426 1.18517 -0.40739 -2.208 -0.949 -0.882 0.342
H -0.66617 2.67180 -0.21569 -0.319 -1.085 0.779 0.324
H -0.71212 -0.59058 -1.95857 0.405 -0.881 1.684 0.305
H -0.02852 -2.08548 -1.56885 -0.218 -0.183 0.272 0.268
H 1.56061 -1.09310 1.44018 0.254 0.125 0.187 0.267
H 1.05711 -2.36596 0.26277 0.880 -0.637 1.042 0.213
```
Positions in Å, forces in eV/Å.

Calculated values
SMILES string: CC(=O)C(N)=[NH2+]
Charge: +1
HOMO-LUMO gap in eV: 10.4
2S+1: 1

***

(2)
Molecular formula: H12O6
Method: DFT, wB97M-V/def2-TZVPD

Structure (XYZ):
```
18
Properties=species:S:1:pos:R:3:forces:R:3:mulliken_charge:R:1
O 1.51003 0.18342 2.39111 -0.022 0.205 0.116 -0.680
H 2.11820 0.09736 3.13002 -0.060 -0.034 0.025 0.298
H 1.73038 1.02821 1.95943 0.064 -0.271 -0.098 0.358
O -2.93398 0.47686 -0.65274 0.057 0.121 -0.005 -0.672
H -2.35895 1.20580 -0.91301 -0.099 0.023 -0.084 0.310
H -3.80962 0.73284 -0.96013 -0.013 0.000 0.066 0.295
O -0.09323 -0.48094 0.04510 0.108 0.303 -0.156 -0.572
H 0.18088 -0.17062 0.91872 0.044 -0.192 0.133 0.347
H -0.97656 -0.11949 -0.08203 -0.030 -0.282 0.090 0.320
O 3.24169 -1.13638 0.20661 0.082 -0.072 -0.082 -0.623
H 2.66519 -1.32981 0.95429 -0.054 0.168 0.011 0.329
H 2.62819 -0.98948 -0.51973 -0.063 -0.088 0.014 0.299
O 1.65795 1.98053 0.32020 -0.048 0.343 -0.124 -0.615
H 1.46279 1.44140 -0.45485 -0.049 -0.179 0.129 0.309
H 2.10104 2.76754 -0.00986 0.043 -0.028 0.026 0.282
O -2.75083 -2.15022 -2.17009 -0.046 0.010 0.059 -0.628
H -2.81182 -1.47190 -1.48363 0.085 -0.010 -0.123 0.350
H -3.56137 -2.06512 -2.67941 0.001 -0.017 0.003 0.292
```
Positions in Å, forces in eV/Å.

Calculated values
SMILES string: O.O.O.O.O.O
HOMO-LUMO gap in eV: 10.9
2S+1: 1

***

(3)
Molecular formula: CClNS
Method: DFT, wB97M-V/def2-TZVPD

Structure (XYZ):
```
4
Properties=species:S:1:pos:R:3:forces:R:3:mulliken_charge:R:1
C 0.33313 -0.04732 -0.69469 -0.699 -0.702 -1.018 -0.002
N -1.08839 -0.73798 0.49754 0.198 -0.304 -0.072 -0.189
S -1.04571 0.70190 0.05732 -0.064 0.710 0.366 0.281
Cl 1.80097 0.08340 0.13982 0.565 0.297 0.724 -0.091
```
Positions in Å, forces in eV/Å.

Calculated values
HOMO-LUMO gap (spin up / spin down) in eV: 7.2 / 7.2
2S+1: 1

***

(4)
Molecular formula: C3H4O2
Method: DFT, wB97M-V/def2-TZVPD

Structure (XYZ):
```
9
Properties=species:S:1:pos:R:3:forces:R:3:mulliken_charge:R:1
O -0.30372 -0.18014 -2.15144 -0.045 0.075 -0.235 -0.477
C -0.18149 -0.27292 -0.97028 0.128 -0.036 0.039 0.447
C -0.83927 -0.42382 0.33080 -0.447 -0.328 0.101 -0.516
C 0.66860 -0.11092 0.21770 0.442 0.209 0.014 -0.082
O 1.20003 1.11530 0.61059 -0.086 0.212 0.000 -0.507
H -1.52486 0.35447 0.63887 -0.011 0.184 0.010 0.233
H -1.11873 -1.40923 0.67833 0.036 -0.104 0.089 0.241
H 1.34895 -0.90425 0.49943 -0.114 -0.146 -0.027 0.346
H 0.75048 1.83152 0.14601 0.096 -0.065 0.008 0.315
```
Positions in Å, forces in eV/Å.

Calculated values
SMILES string: O=C1C[C@@H]1O
HOMO-LUMO gap in eV: 9.9
2S+1: 1

***

(5)
Molecular formula: C5H10
Method: DFT, wB97M-V/def2-TZVPD

Structure (XYZ):
```
15
Properties=species:S:1:pos:R:3:forces:R:3:mulliken_charge:R:1
C 1.11044 -0.65076 -0.08277 0.065 -0.020 -0.018 -0.579
C -0.30270 -1.20008 -0.39368 -0.020 -0.071 -0.017 -0.517
C -1.27920 -0.01413 -0.18142 -0.076 0.009 0.011 -0.566
C -0.38724 1.22448 -0.00210 -0.007 0.053 -0.022 -0.606
C 0.87021 0.66518 0.66861 0.021 0.025 0.040 -0.603
H 1.64699 -0.44279 -1.01671 -0.079 -0.021 0.127 0.262
H 1.72106 -1.35875 0.48715 -0.089 0.102 -0.091 0.315
H -0.35679 -1.59013 -1.41546 0.006 0.066 0.150 0.262
H -0.55709 -2.03216 0.27139 0.043 0.122 -0.093 0.247
H -1.87204 -0.17330 0.72716 0.091 0.022 -0.122 0.257
H -1.98877 0.09854 -1.00757 0.106 -0.021 0.122 0.307
H -0.87254 2.01773 0.57676 0.072 -0.119 -0.088 0.336
H -0.12370 1.64637 -0.98111 -0.024 -0.065 0.124 0.274
H 0.66491 0.46304 1.72857 0.019 0.024 -0.140 0.274
H 1.72647 1.34676 0.62118 -0.127 -0.105 0.016 0.337
```
Positions in Å, forces in eV/Å.

Calculated values
SMILES string: C1CCCC1
HOMO-LUMO gap in eV: 12.3
2S+1: 1

***

(6)
Molecular formula: C13H13BF10NO7Pb
Method: DFT, wB97M-V/def2-TZVPD

Structure (XYZ):
```
46
Properties=species:S:1:pos:R:3:forces:R:3:mulliken_charge:R:1
O -4.96081 -2.21443 -0.91208 0.098 -0.112 0.079 -0.450
C -4.07779 -1.52443 -0.57243 -0.790 -0.238 -0.470 0.550
O -3.32629 -1.95989 0.63658 -0.158 -0.760 1.102 -0.569
C -3.49325 -0.30276 -1.09403 0.382 -0.063 0.252 -0.604
B -1.85343 -0.22034 -1.05535 0.208 1.851 -1.235 1.408
O -1.07274 -1.10427 -0.06341 0.203 -0.037 -0.576 -1.146
C -0.48564 -2.11955 -0.89472 0.277 -1.236 -0.179 0.624
C 0.59505 -2.94283 -0.22167 0.277 0.720 0.531 -1.617
C 1.58005 -2.11719 0.59268 -0.028 -0.638 -0.084 -0.456
O 0.95059 -1.41301 1.66703 0.123 0.390 0.118 -0.381
C 0.89584 -0.03315 1.41694 -0.121 -0.220 0.462 -0.098
C 1.67466 0.79433 2.42016 0.321 -0.369 0.122 0.996
F 1.07573 0.73588 3.64960 0.119 -0.085 -0.285 -0.333
F 2.91445 0.26640 2.52680 -0.327 0.285 0.014 -0.327
C 1.80224 2.28651 2.01866 0.442 0.310 0.430 0.674
F 2.18716 2.36428 0.72455 -0.238 -0.158 0.277 -0.263
F 2.75681 2.83873 2.79572 -0.230 -0.186 -0.341 -0.290
C 0.50427 3.11139 2.24289 -0.151 0.025 0.221 0.457
F 0.40949 3.43944 3.54659 0.065 -0.098 -0.366 -0.279
F -0.59608 2.32417 1.95319 0.225 0.191 0.020 -0.228
C 0.39728 4.40784 1.40768 -0.201 -0.159 -0.266 0.050
F 1.61876 4.94482 1.23924 -0.225 -0.063 0.066 -0.253
F -0.14766 4.11496 0.20263 0.310 0.033 0.160 -0.215
C -0.18504 -1.39824 -2.20009 -1.003 1.106 0.357 -1.165
N 0.93690 -0.42502 -2.06610 0.476 -1.081 -0.355 0.625
C 2.24510 -0.93259 -2.17990 0.429 0.543 0.220 0.383
O 3.23747 -0.36005 -1.88779 -0.241 -0.037 -0.223 -0.440
F 2.26099 -2.19322 -2.60547 0.012 -0.472 -0.048 -0.264
C 0.76381 0.58328 -3.07906 0.080 0.244 -0.372 0.534
O 0.93405 0.42425 -4.23371 -0.033 0.007 0.161 -0.461
F 0.43353 1.72093 -2.53339 -0.195 0.542 0.177 -0.175
O -1.31100 -0.59862 -2.37659 -0.232 -0.400 0.490 -0.866
H -2.56021 -2.44484 0.28693 -0.405 -0.325 -0.226 0.493
H -3.88653 -0.18793 -2.09337 0.074 0.286 -0.359 0.366
H -3.87031 0.52948 -0.50290 -0.241 0.153 0.201 0.317
H -1.53123 0.94138 -0.77714 -0.098 -0.262 0.389 -0.296
H -1.30827 -2.79915 -1.13038 0.021 -0.300 -0.475 0.909
H 1.21776 -3.44955 -0.94448 -0.159 -0.242 -0.503 0.544
H 0.13582 -3.72573 0.37089 -0.025 -0.101 0.383 0.397
H 2.07871 -1.39034 -0.02466 0.208 0.147 -0.078 0.182
H 2.36252 -2.75739 0.97875 0.032 -0.172 0.388 0.516
H 1.12810 0.25870 0.40238 0.241 -0.060 -0.303 0.231
H -0.15084 0.20938 1.52115 0.380 1.374 -0.110 -0.344
H -0.25749 5.09920 1.93189 -0.016 0.213 0.065 0.321
H -0.11257 -2.05410 -3.05589 0.429 -0.288 -0.143 0.521
Pb -1.90994 -0.72669 1.97169 -0.315 -0.257 0.315 1.425
```
Positions in Å, forces in eV/Å.

Calculated values
Charge: +1
HOMO-LUMO gap in eV: 6.8
2S+1: 1

***

ΔE to the lowest compared entry with this formula, charge and spin for the records above, in order: 26.9; 25.9; 104.5; 51.4; 0.0; 0.0 kcal/mol